10
Properties=species:S:1:pos:R:3 method="wB97M-V/def2-TZVPD" e_homo_ev="-8.172 / -8.861" total_charge=0 largest_force_ev_per_a=3.6 lumo_ev="-1.2 / -0.9" orbital_gap_ha="0.25464 / 0.29190" relative_energy_kcal_mol=98.3
C -1.19 -0.47 0.27
C -0.25 -0.11 1.09
C 1.19 0.32 0.77
O -0.98 0.78 -2.97
S -2.34 -0.95 -0.87
S -0.82 -0.56 -2.36
H -0.41 -0.26 2.10
H 1.76 -0.39 1.30
H 1.60 1.27 1.11
H 1.44 0.38 -0.43


9
Properties=species:S:1:pos:R:3 method="wB97M-V/def2-TZVPD" e_homo_ev=-8.711 total_charge=0 largest_force_ev_per_a=4.5 lumo_ev=-1.4 orbital_gap_ha=0.27031 relative_energy_kcal_mol=55.0
H -2.19 -1.50 1.62
P -2.06 -0.09 1.35
C -0.70 -0.15 0.42
C 0.57 -0.58 -0.13
C 0.01 0.75 -0.30
P 0.52 2.13 -1.05
H 1.63 1.45 -1.53
H 1.48 -0.69 0.66
H 0.74 -1.32 -1.03


8
Properties=species:S:1:pos:R:3 method="wB97M-V/def2-TZVPD" e_homo_ev=-8.658 smiles="C=CC=S" total_charge=0 largest_force_ev_per_a=3.7 lumo_ev=-1.0 orbital_gap_ha=0.28070 relative_energy_kcal_mol=13.7
C 1.64 0.35 -1.05
C 1.09 -0.68 -0.27
C -0.14 -0.67 0.41
S -1.28 0.46 0.45
H 2.71 0.38 -1.32
H 1.00 1.24 -1.50
H 1.72 -1.51 0.16
H -0.50 -1.57 0.88


8
Properties=species:S:1:pos:R:3 method="wB97M-V/def2-TZVPD" e_homo_ev=-9.310 smiles=C#CCS total_charge=0 largest_force_ev_per_a=6.4 lumo_ev=0.8 orbital_gap_ha=0.37191 relative_energy_kcal_mol=31.9
C -0.36 -1.89 0.94
C -0.18 -0.90 0.33
C 0.07 0.37 -0.59
S 0.36 1.74 0.67
H -0.34 -2.97 1.24
H 1.04 0.23 -1.17
H -0.66 0.54 -1.39
H 0.07 2.89 -0.02


9
Properties=species:S:1:pos:R:3 method="wB97M-V/def2-TZVPD" e_homo_ev=-8.931 smiles=C1SC12CS2 total_charge=0 largest_force_ev_per_a=4.9 lumo_ev=0.6 orbital_gap_ha=0.35191 relative_energy_kcal_mol=33.3
C 0.95 0.15 0.89
S 1.50 -1.17 -0.37
C -0.07 -0.51 -0.01
C -0.98 0.21 -0.93
S -1.73 -0.90 0.30
H 1.33 1.11 0.73
H 1.12 -0.15 1.99
H -1.17 1.33 -0.70
H -0.95 -0.07 -1.89


9
Properties=species:S:1:pos:R:3 method="wB97M-V/def2-TZVPD" e_homo_ev=-8.822 smiles="S=C[C@H]1CS1" total_charge=0 largest_force_ev_per_a=5.6 lumo_ev=-0.7 orbital_gap_ha=0.29766 relative_energy_kcal_mol=79.9
S -2.73 -0.70 -0.14
C -1.25 -0.25 0.47
C -0.17 0.18 -0.71
C 1.02 0.54 0.08
S 1.13 -1.35 -0.09
H -0.75 -0.24 1.47
H -0.56 0.30 -1.76
H 1.14 0.89 1.22
H 2.17 0.64 -0.54